Run w
Below is 3 unconnected molecules or ions with the total composition C4H9N3S, with properties calculated with ωB97M-V/def2-TZVPD.

```
17
Properties=species:S:1:pos:R:3:nbo_charge:R:1
C 0.68 1.81 0.14 -0.413
C 1.63 -0.32 0.07 -0.197
C 1.22 -1.83 -0.21 -0.499
C -0.75 -0.16 -0.09 0.319
H 0.10 2.36 -0.79 0.221
H 0.24 2.24 1.22 0.209
H 1.76 2.10 0.02 0.219
H 2.39 -0.08 -0.91 0.206
H 2.20 -0.41 1.14 0.203
H 1.84 -2.33 0.46 0.210
H 1.31 -2.33 -1.21 0.224
H -3.65 0.11 1.15 0.331
H -3.91 0.17 -1.04 0.343
N 0.44 0.43 -0.03 -0.486
N -1.82 0.51 -0.05 -0.422
N -3.01 -0.32 -0.06 -0.654
S -0.66 -1.95 0.21 0.184
```

2S+1: 1
Frontier orbital gap (Eh): 0.335
HOMO energy (eV): -8.463
LUMO energy (eV): 0.64

Run x
Below is a single C4H9N3S molecule, with properties calculated with ωB97M-V/def2-TZVPD.

```
17
Properties=species:S:1:pos:R:3:nbo_charge:R:1
C -1.28 1.79 -0.21 -0.409
C -0.16 -0.40 -0.16 0.461
C -0.23 -1.89 -0.23 -0.704
C 3.11 0.27 0.19 -0.084
H -2.24 2.16 -0.52 0.207
H -0.49 2.12 -0.89 0.227
H -1.07 2.15 0.79 0.195
H -2.85 -0.30 1.45 0.084
H -0.63 -2.31 0.69 0.238
H 0.76 -2.30 -0.39 0.261
H -0.88 -2.18 -1.05 0.234
H 4.09 -0.24 0.20 0.178
H 3.07 1.35 0.35 0.166
N -1.35 0.32 -0.25 -0.562
N 0.91 0.31 -0.05 -0.409
N 2.09 -0.45 -0.05 -0.286
S -2.84 -0.40 0.10 0.205
```

2S+1: 1
Frontier orbital gap (Eh): 0.345
HOMO energy (eV): -8.702
LUMO energy (eV): 0.68

Which of them is the most stable? Correct choice: run x.

Run w
Below is a molecular structure, C4H9N3S, with properties calculated with ωB97M-V/def2-TZVPD.

```
17
Properties=species:S:1:pos:R:3:nbo_charge:R:1
C 0.30 -0.40 0.81 0.437
C -1.12 -0.88 1.08 -0.489
C -2.26 0.07 0.41 -0.092
C -1.64 1.44 0.34 -0.293
H 2.13 1.34 -1.74 0.102
H -0.21 -0.64 -1.16 0.453
H 0.56 0.46 2.51 0.325
H -1.27 -1.84 0.72 0.225
H -1.22 -1.04 2.25 0.231
H -3.41 -0.40 0.47 0.249
H -2.31 2.39 0.29 0.211
H -0.55 1.57 0.95 0.254
H -2.27 1.11 -1.70 0.391
N 0.66 -0.78 -0.49 -0.780
N 1.14 0.33 1.60 -0.689
N -1.63 0.62 -0.90 -0.683
S 2.23 -0.35 -1.24 0.147
```

2S+1: 1
Frontier orbital gap (Eh): 0.335
HOMO energy (eV): -8.766
LUMO energy (eV): 0.35

Run x
Below is a single C4H9N3S molecule, with properties calculated with ωB97M-V/def2-TZVPD.

```
17
Properties=species:S:1:pos:R:3:nbo_charge:R:1
C -0.04 0.28 -2.73 -0.626
C 0.03 -0.53 -1.38 -0.019
C 0.59 0.22 -0.19 -0.169
C 0.02 -0.07 1.14 0.149
H -1.09 0.53 -3.04 0.217
H 0.28 -0.65 -3.34 0.223
H 0.67 1.20 -2.74 0.232
H -0.62 -1.37 -1.30 0.220
H 1.88 -1.30 -0.24 0.417
H 0.95 1.37 -0.29 0.191
H -0.73 1.88 1.55 0.404
H -0.09 -0.12 3.44 0.363
H -1.70 -0.36 3.12 0.353
N 1.40 -0.65 -0.93 -0.625
N -0.86 0.77 1.81 -0.446
N -1.10 0.40 3.23 -0.620
S 0.41 -1.60 1.89 -0.264
```

2S+1: 1
Frontier orbital gap (Eh): 0.322
HOMO energy (eV): -8.532
LUMO energy (eV): 0.24

Which of them is the most stable? Correct choice: run x.

Run w
Below is 2 unconnected molecules or ions with the total composition C2H2N2O2, with properties calculated with ωB97M-V/def2-TZVPD.

```
8
Properties=species:S:1:pos:R:3:nbo_charge:R:1
C 1.16 -0.87 0.10 0.215
C 0.05 -0.15 -0.46 -0.344
N 2.10 -1.32 0.60 -0.232
N -0.58 0.94 0.34 0.545
O -1.75 1.12 0.21 -0.356
O 0.17 1.48 1.05 -0.324
H 0.11 -0.15 -1.46 0.253
H -1.26 -1.04 -0.39 0.243
```

2S+1: 1
Frontier orbital gap (Eh): 0.391
HOMO energy (eV): -11.536
LUMO energy (eV): -0.91

Run x
Below is a single C2H2N2O2 molecule, with properties calculated with ωB97M-V/def2-TZVPD.

```
8
Properties=species:S:1:pos:R:3:nbo_charge:R:1
C 0.26 -0.65 0.44 0.110
C 0.44 0.54 -0.38 0.252
N -1.72 -0.08 -0.10 0.200
N -1.16 -1.04 0.44 -0.189
O 1.07 0.81 0.84 -0.472
O -0.97 0.97 -0.50 -0.317
H 1.15 -1.21 0.54 0.232
H 0.94 0.67 -1.28 0.185
```

2S+1: 1
Frontier orbital gap (Eh): 0.373
HOMO energy (eV): -10.770
LUMO energy (eV): -0.63

Which of them is the most stable? Correct choice: run x.

Run w
Below is 2 unconnected molecules or ions with the total composition C2H2N2O2, with properties calculated with ωB97M-V/def2-TZVPD.

```
8
Properties=species:S:1:pos:R:3:nbo_charge:R:1
C -0.94 -0.71 -0.47 0.708
C -1.18 -0.15 0.70 -0.778
N 1.84 0.64 -0.43 0.437
N 2.33 0.40 -1.38 -0.100
O -0.94 -1.18 -1.52 -0.451
O 1.37 0.90 0.58 -0.336
H -1.46 0.85 0.99 0.269
H -1.03 -0.74 1.53 0.250
```

2S+1: 1
Frontier orbital gap (Eh): 0.367
HOMO energy (eV): -9.190
LUMO energy (eV): 0.79

Run x
Below is a single C2H2N2O2 molecule, with properties calculated with ωB97M-V/def2-TZVPD.

```
8
Properties=species:S:1:pos:R:3:nbo_charge:R:1
O 1.62 0.11 0.58 -0.653
C 0.53 -0.34 -0.03 0.700
N 0.11 -1.46 -0.48 -0.232
O -0.76 -0.71 0.53 -0.422
C -1.22 0.89 -0.42 0.276
N -0.12 1.12 -0.82 -0.415
H 2.12 -0.66 0.88 0.506
H -2.27 1.05 -0.25 0.240
```

2S+1: 1
Frontier orbital gap (Eh): 0.370
HOMO energy (eV): -9.717
LUMO energy (eV): 0.36

Which of them is the most stable? Correct choice: run w.

Run w
Below is 2 unconnected molecules or ions with the total composition C3H9NO2S, with properties calculated with ωB97M-V/def2-TZVPD.

```
16
Properties=species:S:1:pos:R:3:nbo_charge:R:1
O 1.93 -1.17 2.25 -0.507
C 0.89 -0.64 1.96 0.405
C 0.34 -0.90 0.56 -0.182
C 1.24 -0.36 -0.55 -0.437
S 0.34 -0.28 -2.25 -0.077
N -0.82 0.14 0.38 -0.851
H 0.32 -0.20 2.89 0.140
H -0.06 -1.92 0.46 0.233
H 1.54 0.75 -0.29 0.219
H 2.07 -0.85 -0.78 0.209
H -0.31 -1.44 -2.17 0.121
H -0.57 1.03 0.67 0.365
H -1.63 -0.21 0.89 0.360
H -2.22 1.43 -1.31 0.470
H -1.12 2.34 -1.62 0.468
O -1.96 2.28 -1.08 -0.936
```

2S+1: 1
Frontier orbital gap (Eh): 0.346
HOMO energy (eV): -8.915
LUMO energy (eV): 0.50

Run x
Below is 2 unconnected molecules or ions with the total composition C3H9NO2S, with properties calculated with ωB97M-V/def2-TZVPD.

```
16
Properties=species:S:1:pos:R:3:nbo_charge:R:1
C -0.55 -0.05 -0.11 -0.495
C -0.97 0.30 1.31 -0.495
S -2.81 0.63 1.39 -0.068
C 0.96 -0.32 0.05 0.693
N 1.44 -1.61 0.01 -0.836
O 1.83 0.54 0.05 -0.654
H -0.92 -1.04 -0.51 0.207
H -0.66 0.69 -0.85 0.256
H -0.69 -0.43 2.05 0.224
H -0.50 1.22 1.68 0.238
H -3.27 -0.62 1.55 0.122
H 0.88 -2.40 -0.22 0.393
H 2.41 -1.70 0.32 0.409
H 1.69 1.35 -2.12 0.487
H 0.39 2.13 -2.14 0.466
O 0.78 1.30 -2.46 -0.947
```

2S+1: 1
Frontier orbital gap (Eh): 0.363
HOMO energy (eV): -9.185
LUMO energy (eV): 0.70

Which of them is the most stable? Correct choice: run x.

Run w
Below is a molecular structure, C3H7NO3, with properties calculated with ωB97M-V/def2-TZVPD.

```
14
Properties=species:S:1:pos:R:3:nbo_charge:R:1
O 1.74 -1.87 -0.66 -0.437
C 1.57 -0.68 -0.83 0.329
O -2.28 0.67 -1.11 -0.999
C 1.57 0.46 0.94 0.093
C 0.56 -0.06 0.07 0.129
O -2.77 -0.60 0.83 -1.001
N 2.34 1.46 0.60 -0.612
H 1.92 -0.15 -1.72 0.191
H 1.81 -0.19 1.80 0.191
H -2.51 0.02 -0.20 0.467
H -0.44 -0.45 0.34 0.336
H -2.92 -1.51 0.54 0.437
H -2.93 0.62 -1.82 0.457
H 2.34 2.27 1.22 0.418
```

2S+1: 1
Frontier orbital gap (Eh): 0.156
HOMO energy (eV): -8.591
LUMO energy (eV): -4.34

Run x
Below is a single C3H7NO3 molecule, with properties calculated with ωB97M-V/def2-TZVPD.

```
14
Properties=species:S:1:pos:R:3:nbo_charge:R:1
O -0.70 -2.50 0.43 -0.589
C 0.01 -1.58 0.13 0.792
O 1.12 -1.78 -0.61 -0.684
C -0.27 -0.13 0.38 -0.183
C -0.31 0.77 -0.85 -0.072
O -0.59 2.06 -0.34 -0.727
N 0.72 0.32 1.37 -0.814
H 1.22 -2.74 -0.67 0.495
H -1.23 -0.01 0.84 0.216
H -1.06 0.46 -1.57 0.182
H 0.68 0.88 -1.26 0.177
H -1.15 2.47 -0.99 0.473
H 1.29 1.06 0.97 0.363
H 0.27 0.74 2.17 0.370
```

2S+1: 1
Frontier orbital gap (Eh): 0.379
HOMO energy (eV): -9.657
LUMO energy (eV): 0.65

Run y
Below is a molecular structure, C3H7NO3, with properties calculated with ωB97M-V/def2-TZVPD.

```
14
Properties=species:S:1:pos:R:3:nbo_charge:R:1
C 0.88 -0.39 0.15 0.626
C 1.32 0.88 -0.53 -0.683
C -1.08 -0.41 -0.11 0.011
O 1.09 -0.47 1.49 -0.705
O 1.36 -1.50 -0.47 -0.683
O -3.16 0.37 -0.46 -0.779
N -1.50 0.53 0.52 -0.158
H 0.75 0.34 1.90 0.497
H 1.27 -2.24 0.15 0.492
H -3.87 0.57 0.17 0.445
H -1.42 -1.26 -0.70 0.232
H 0.92 1.75 -0.03 0.232
H 1.01 0.88 -1.58 0.241
H 2.42 0.94 -0.50 0.231
```

2S+1: 1
Frontier orbital gap (alpha / beta) (Eh): 0.318 / 0.306
HOMO energy (alpha / beta) (eV): -8.964 / -8.528
LUMO energy (alpha / beta) (eV): -0.31 / -0.21

Run z
Below is 2 unconnected molecules or ions with the total composition C3H7NO3, with properties calculated with ωB97M-V/def2-TZVPD.

```
14
Properties=species:S:1:pos:R:3:nbo_charge:R:1
C -1.13 0.34 1.21 -0.479
C -1.13 0.32 -1.21 -0.479
N -0.81 -0.35 0.00 0.094
C 1.74 -0.44 0.01 0.952
O 1.21 -1.57 0.02 -0.693
O 3.11 -0.37 -0.01 -0.693
O 1.13 0.66 -0.01 -0.610
H 3.42 -1.28 0.02 0.495
H -0.58 -0.10 2.04 0.248
H -1.01 1.42 1.18 0.209
H -1.01 1.40 -1.21 0.210
H -2.19 0.04 -1.38 0.248
H -2.19 0.07 1.38 0.248
H -0.58 -0.14 -2.03 0.248
```

2S+1: 1
Frontier orbital gap (alpha / beta) (Eh): 0.261 / 0.260
HOMO energy (alpha / beta) (eV): -9.201 / -9.195
LUMO energy (alpha / beta) (eV): -2.11 / -2.11

Which of them is the most stable? Correct choice: run x.